# C36H86F14N14O32S14

A 14-piece molecular cluster, C36H86F14N14O32S14 overall at a distorted geometry (ωB97M-V with the def2-TZVPD basis set, the Open Molecules 2025 dataset).

Summary:
Kohn-Sham gap (alpha / beta): 8.00 / 4.37 eV
DFT total energy: -314816.109 eV
Charge: +1
LUMO level (alpha / beta): -0.11697 / -0.25057 Eh
HOMO (alpha / beta): -11.18 / -11.18 eV
Multiplicity: 2

Positions of all 196 atoms, in Å:
1 C 13.716 9.319 8.827
2 C 14.813 8.415 8.305
3 O 14.662 7.385 7.624
4 N 16.161 8.673 9.024
5 H 16.892 8.338 8.413
6 H 16.279 9.671 9.123
7 C 16.352 7.987 10.445
8 H 13.466 9.217 9.883
9 H 12.809 9.059 8.281
10 H 13.998 10.346 8.596
11 H 15.727 8.506 11.172
12 H 17.388 8.034 10.780
13 H 15.969 6.968 10.397
14 C 6.425 4.845 -0.973
15 C 5.538 5.525 -2.012
16 O 5.478 5.133 -3.176
17 N 4.489 6.497 -1.510
18 H 4.316 6.297 -0.536
19 H 4.940 7.399 -1.556
20 C 3.164 6.462 -2.211
21 H 5.887 4.147 -0.331
22 H 6.860 5.549 -0.264
23 H 7.325 4.496 -1.481
24 H 2.482 7.236 -1.860
25 H 2.774 5.449 -2.117
26 H 3.307 6.537 -3.289
27 C 3.879 11.677 7.558
28 C 4.911 10.868 8.172
29 O 4.659 9.793 8.746
30 N 6.426 11.291 8.197
31 H 6.590 12.147 7.687
32 H 6.744 11.516 9.128
33 C 7.309 10.173 7.562
34 H 2.914 11.226 7.327
35 H 4.229 12.239 6.692
36 H 3.559 12.468 8.236
37 H 7.203 9.225 8.090
38 H 8.335 10.527 7.467
39 H 6.943 9.955 6.558
40 C 15.569 11.715 4.631
41 C 16.602 12.762 4.269
42 O 17.290 13.422 5.073
43 N 16.933 12.804 2.742
44 H 17.906 12.929 2.499
45 H 16.751 11.945 2.243
46 C 16.057 13.941 2.155
47 H 14.801 11.649 3.860
48 H 15.157 11.860 5.630
49 H 16.048 10.736 4.632
50 H 16.255 13.996 1.084
51 H 16.046 14.827 2.790
52 H 15.040 13.599 2.349
53 C 12.523 9.801 5.312
54 C 11.690 10.259 4.056
55 C 10.222 9.875 4.230
56 N 9.540 9.727 2.850
57 C 9.623 11.062 2.063
58 C 8.019 9.627 3.067
59 C 7.463 8.900 1.841
60 C 8.532 7.822 1.614
61 C 9.857 8.456 2.063
62 H 13.578 10.062 5.230
63 H 12.564 8.719 5.430
64 H 12.078 10.198 6.225
65 H 12.159 9.756 3.211
66 H 11.804 11.331 3.900
67 H 9.642 10.641 4.745
68 H 10.154 8.915 4.742
69 H 8.934 11.061 1.218
70 H 10.649 10.996 1.700
71 H 9.450 11.950 2.671
72 H 7.564 10.601 3.250
73 H 7.665 9.066 3.932
74 H 7.334 9.511 0.948
75 H 6.465 8.569 2.129
76 H 8.523 7.402 0.608
77 H 8.376 6.987 2.298
78 H 10.622 8.690 1.323
79 H 10.304 7.809 2.817
80 C 4.195 11.332 2.449
81 C 3.370 12.481 3.038
82 C 1.942 12.144 3.506
83 N 1.161 13.312 4.217
84 C 1.872 13.791 5.552
85 C 1.036 14.523 3.243
86 C -0.278 15.200 3.661
87 C -1.174 13.936 3.768
88 C -0.318 12.945 4.503
89 H 4.063 10.472 3.105
90 H 5.233 11.645 2.340
91 H 3.890 10.955 1.473
92 H 3.327 13.322 2.346
93 H 3.815 12.795 3.981
94 H 1.993 11.341 4.242
95 H 1.328 11.836 2.659
96 H 1.787 12.967 6.261
97 H 1.272 14.548 6.058
98 H 2.913 14.062 5.381
99 H 1.885 15.137 3.542
100 H 1.128 14.184 2.211
101 H -0.201 15.824 4.551
102 H -0.585 15.860 2.849
103 H -1.965 14.267 4.441
104 H -1.745 13.517 2.940
105 H -0.499 13.136 5.561
106 H -0.628 11.927 4.267
107 C 10.661 11.075 -2.109
108 C 11.455 12.364 -2.139
109 C 10.610 13.624 -2.235
110 N 11.315 14.962 -2.416
111 C 11.977 15.320 -1.016
112 C 10.304 16.122 -2.824
113 C 10.750 16.814 -4.045
114 C 12.206 16.357 -4.153
115 C 12.149 14.926 -3.737
116 H 10.329 10.597 -3.031
117 H 9.871 11.214 -1.371
118 H 11.388 10.364 -1.716
119 H 12.154 12.339 -2.976
120 H 12.039 12.325 -1.220
121 H 10.020 13.682 -1.320
122 H 9.927 13.502 -3.076
123 H 12.636 14.513 -0.698
124 H 11.269 15.525 -0.213
125 H 12.512 16.254 -1.192
126 H 10.140 16.794 -1.982
127 H 9.370 15.577 -2.962
128 H 10.683 17.897 -3.938
129 H 10.126 16.715 -4.932
130 H 12.881 17.066 -3.673
131 H 12.483 16.340 -5.206
132 H 13.102 14.497 -3.427
133 H 11.660 14.379 -4.543
134 N 7.218 13.592 7.158
135 S 8.120 13.381 5.737
136 O 8.931 14.471 5.133
137 O 7.611 12.313 4.875
138 F 9.349 12.641 6.490
139 S 6.425 14.664 6.659
140 O 5.611 14.452 5.467
141 O 6.768 16.021 7.030
142 F 5.355 14.328 7.827
143 N 9.188 7.829 6.626
144 S 10.137 7.641 7.748
145 O 11.482 7.230 7.524
146 O 9.495 7.309 9.043
147 F 10.324 9.263 7.955
148 S 9.313 6.332 5.903
149 O 8.874 5.130 6.656
150 O 10.464 6.098 5.008
151 F 8.039 6.558 4.891
152 N 12.363 5.141 -0.741
153 S 11.275 6.199 -0.751
154 O 11.626 7.637 -0.649
155 O 10.028 5.695 -0.214
156 F 10.913 6.182 -2.289
157 S 13.039 5.598 0.779
158 O 12.238 5.753 2.003
159 O 14.287 6.318 0.528
160 F 13.757 4.155 1.085
161 N 13.484 14.872 4.007
162 S 12.959 14.564 5.342
163 O 12.563 13.185 5.566
164 O 12.271 15.649 6.037
165 F 14.306 14.694 6.199
166 S 12.155 14.789 3.069
167 O 11.457 16.086 2.870
168 O 11.356 13.572 3.063
169 F 13.003 14.476 1.689
170 N 5.666 8.910 -1.783
171 S 6.709 9.872 -2.269
172 O 7.397 10.682 -1.260
173 O 6.530 10.489 -3.591
174 F 7.872 8.780 -2.580
175 S 4.438 10.109 -1.777
176 O 3.543 10.211 -2.952
177 O 4.732 11.399 -1.087
178 F 3.483 9.452 -0.668
179 N 3.902 5.738 1.007
180 S 3.659 4.221 1.703
181 O 2.338 3.977 2.269
182 O 4.801 3.469 2.268
183 F 3.509 3.521 0.233
184 S 4.091 6.446 2.310
185 O 5.409 6.271 2.971
186 O 2.863 6.618 3.082
187 F 4.101 7.820 1.534
188 N 16.012 10.633 1.470
189 S 16.237 9.021 2.049
190 O 17.151 8.344 1.130
191 O 15.320 8.107 2.696
192 F 17.208 9.486 3.230
193 S 14.912 10.090 0.557
194 O 13.599 9.790 1.113
195 O 15.393 9.417 -0.657
196 F 14.581 11.559 -0.051

Cartesian forces (eV/Å) of the 3 atoms listed first:
0.2259 -0.0061 -1.2896
-2.5405 -4.6709 -0.5772
1.7112 4.6770 2.6118